No. 1
ORCA calculation (ωB97M-V/def2-TZVPD) on a cluster of 13 separate species, C5H36NO13 in total at a distorted geometry.

Each line ends with the natural charge from an NBO analysis.
Atoms and positions in Å:
C  -2.034  0.608  -0.472  -0.083
O  -1.626  -0.681  -0.926  -0.836
C  -0.864  1.616  -0.433  -0.058
C  0.019  1.309  0.856  -0.236
C  0.469  2.611  1.559  -0.601
C  1.169  0.367  0.575  -0.631
N  -1.380  2.992  -0.392  -0.864
H  -2.745  0.864  -1.263  0.172
H  -2.495  0.665  0.519  0.167
H  -0.333  1.517  -1.380  0.176
H  -0.717  0.846  1.522  0.193
H  1.007  2.447  2.489  0.198
H  1.108  3.114  0.831  0.192
H  -0.410  3.228  1.664  0.231
H  1.032  -0.214  -0.334  0.207
H  1.398  -0.363  1.356  0.218
H  2.162  0.813  0.481  0.218
H  -2.343  2.988  -0.075  0.350
H  -1.359  3.503  -1.263  0.381
H  -3.298  -1.296  0.952  0.450
H  -2.022  -1.917  1.336  0.494
O  -2.902  -1.711  1.729  -0.968
H  2.005  0.232  -2.687  0.503
H  3.419  0.282  -2.080  0.475
O  2.786  0.818  -2.566  -1.000
H  -2.935  -2.922  -2.446  0.463
H  -3.492  -1.572  -1.927  0.487
O  -3.551  -2.215  -2.638  -0.951
H  3.089  1.884  2.281  0.470
H  3.767  0.828  3.055  0.466
O  3.963  1.483  2.375  -0.934
H  0.543  -2.447  3.170  0.489
H  -0.233  -1.279  2.687  0.485
O  -0.027  -1.728  3.520  -0.990
H  -0.829  2.036  -3.682  0.478
H  0.303  2.958  -4.176  0.480
O  -0.642  2.923  -4.009  -0.955
H  0.457  -1.493  -2.805  0.497
H  -0.033  -0.333  -1.984  0.499
O  0.449  -0.525  -2.817  -0.994
H  -0.488  -0.401  5.644  0.461
H  0.716  -0.613  4.826  0.491
O  0.212  0.116  5.232  -0.965
H  0.794  -4.371  2.368  0.455
H  0.664  -3.180  1.433  0.508
O  1.335  -3.659  2.005  -0.994
H  -0.566  -3.078  -2.163  0.450
H  0.337  -3.084  -0.957  0.508
O  0.302  -3.404  -1.901  -0.982
H  1.627  3.607  -1.502  0.457
H  2.182  2.637  -2.466  0.491
O  2.354  3.541  -2.135  -0.958
H  -0.915  -3.195  0.252  0.443
H  -1.086  -1.270  -0.289  0.518
O  -0.428  -2.401  0.507  -1.219

ΔE to the lowest compared entry with this formula, charge and spin = 2.017 eV
Total charge = -1


No. 2
ORCA calculation (ωB97M-V/def2-TZVPD) on an isolated molecule of C6H6N4 at a distorted geometry.

Each line ends with the natural charge from an NBO analysis.
Atoms and positions in Å:
C  0.898  -0.315  -0.971  0.431
C  1.234  -1.613  0.829  -0.016
C  0.209  -0.922  1.667  -0.088
C  -1.544  0.812  1.425  -0.112
C  -1.840  1.537  0.326  -0.048
C  -0.242  0.385  -0.269  0.245
H  1.453  -0.604  -2.821  0.365
H  1.620  0.946  -2.332  0.387
H  1.931  -2.582  1.061  0.230
H  0.043  -1.129  2.667  0.220
H  -1.798  0.658  2.203  0.160
H  -2.647  2.476  0.085  0.215
N  1.145  0.031  -2.297  -0.782
N  1.451  -1.319  -0.471  -0.492
N  -0.578  0.036  0.931  -0.283
N  -1.004  1.384  -0.865  -0.435

ΔE to the lowest compared entry with this formula, charge and spin = 5.164 eV
Total charge = 0